(1)
Formula: C13H14IN3Sn
Source: the Open Molecules 2025 dataset
Level of theory: ωB97M-V/def2-TZVPD

Each line ends with the Mulliken charge.
Atoms and positions in Å:
I -0.749 1.839 3.232  0.60
Sn 1.201 1.443 0.992  1.27
N 1.261 -1.141 3.336  -0.28
N 0.769 -1.189 0.040  0.16
N -0.904 0.940 -0.338  0.04
C 3.106 0.579 0.488  -1.17
C 1.330 -0.205 2.635  -0.03
C -0.489 -2.623 -1.402  -0.72
C -0.310 -1.397 -0.731  0.49
C -3.151 1.758 -0.712  -1.01
C -1.285 -0.284 -0.804  0.89
C 1.638 -3.341 -0.560  -0.97
C -1.835 1.904 -0.283  0.07
C 1.653 -2.173 0.212  -0.13
C 0.529 3.501 0.951  -1.36
C -3.529 0.532 -1.262  -0.45
C 0.517 -3.585 -1.355  -0.50
C -2.590 -0.498 -1.280  -0.68
H 2.983 0.005 -0.436  0.41
H -4.531 0.371 -1.656  0.47
H -2.845 -1.493 -1.641  0.25
H -3.818 2.607 -0.599  0.42
H 3.815 1.386 0.308  0.43
H -0.358 3.743 1.546  0.45
H 0.376 3.750 -0.110  0.46
H 3.471 -0.037 1.317  0.37
H -1.409 -2.762 -1.958  0.30
H 2.487 -4.015 -0.517  0.41
H 2.424 -2.014 0.969  0.44
H -1.535 2.835 0.182  0.53
H 0.402 -4.496 -1.936  0.47
H 1.374 4.060 1.371  0.39

Results
Max |F|, hartree/bohr: 0.0588
Frontier orbital gap (alpha / beta), eV: 3.36 / 3.80
Total charge: +2
Energy above the lowest of the compared OMol25 structures with the same formula, charge and spin, kcal/mol: 8.6
DFT total energy, a.u.: -1179.2439

(2)
Formula: C31H31N5O2PRhSSeSi
Source: the Open Molecules 2025 dataset
Level of theory: ωB97M-V/def2-TZVPD

Each line ends with the Mulliken charge.
Atoms and positions in Å:
Rh 0.785 0.034 -0.457  -0.17
Se 4.045 -3.081 1.382  -0.19
S -0.215 -1.724 -3.600  1.16
P -0.477 -1.285 0.754  2.44
Si 1.468 1.333 1.366  0.28
O 0.497 -2.844 -3.045  -0.74
O 0.231 -1.118 -4.820  -0.71
N -5.839 -3.462 -4.330  -0.57
N -0.639 1.255 -1.336  0.39
N 2.271 -1.216 -0.024  -0.54
N -0.253 -0.637 -2.387  -0.41
N -1.636 0.971 -3.478  -0.41
C 5.464 0.508 2.200  -0.59
C -0.870 0.539 -2.473  0.50
C 2.973 -1.960 0.540  0.17
C 5.464 0.405 3.585  -0.50
C -2.414 -3.230 -3.012  -0.24
C -3.989 -2.042 -4.959  -0.73
C -2.185 2.164 -3.326  -0.32
C -2.207 -1.014 0.312  -1.70
C 3.076 0.908 2.215  0.59
C -2.007 2.963 -2.207  -1.00
C 0.924 5.405 0.733  -0.61
C -1.285 -0.483 4.669  -0.69
C 4.281 0.754 1.525  -0.18
C -2.675 -1.645 -4.804  -0.29
C 1.595 3.073 0.660  0.25
C -1.198 2.455 -1.212  -0.08
C -0.153 -3.000 0.311  -1.23
C 3.096 0.799 3.606  -0.16
C 4.280 0.548 4.288  -0.64
C -1.887 -2.230 -3.821  -0.33
C 0.790 -1.695 4.588  -0.76
C -0.195 -1.047 5.318  -0.47
C 1.620 5.654 -0.441  -0.47
C 0.693 -1.778 3.207  -0.15
C -1.390 -0.566 3.291  -0.55
C 0.911 4.125 1.274  -0.33
C -0.401 -1.216 2.553  0.53
C 2.309 4.623 -1.066  -0.74
C -4.537 -3.030 -4.137  1.01
C 2.293 3.348 -0.519  -0.05
C -3.731 -3.623 -3.163  -0.87
H 0.360 3.942 2.190  0.36
H 0.462 1.449 2.448  -0.31
H -4.601 -1.595 -5.733  0.29
H 1.629 6.648 -0.867  0.40
H 2.836 2.557 -1.027  0.28
H 2.175 0.911 4.166  0.38
H 2.855 4.812 -1.980  0.41
H -0.083 -3.072 -0.775  0.15
H 1.645 -2.133 5.086  0.46
H 0.393 6.207 1.229  0.40
H -1.779 -3.717 -2.285  0.51
H 0.787 -3.342 0.733  0.34
H -0.978 3.005 -0.309  0.49
H -6.277 -3.928 -3.553  0.22
H -2.805 2.504 -4.149  0.42
H 6.388 0.203 4.112  0.39
H -2.846 -1.673 0.901  0.58
H 1.479 -2.279 2.658  -0.10
H -2.318 -1.240 -0.749  0.02
H 4.299 0.810 0.442  0.20
H -0.116 -0.981 6.395  0.39
H 4.275 0.463 5.367  0.41
H -2.054 0.022 5.238  0.41
H 6.385 0.383 1.647  0.38
H -2.462 3.936 -2.117  0.43
H -0.972 -3.610 0.698  0.52
H -2.238 -0.113 2.796  0.36
H -2.247 -0.886 -5.439  0.46
H -2.489 0.025 0.482  0.34
H -6.452 -2.831 -4.818  0.22
H -4.135 -4.414 -2.544  0.32

Results
Max |F|, hartree/bohr: 0.0097
Frontier orbital gap, eV: 6.59
Energy above the lowest of the compared OMol25 structures with the same formula, charge and spin, kcal/mol: 0.0
DFT total energy, a.u.: -5165.2568